No. 1
Density functional theory data (ωB97M-V/def2-TZVPD) for C40H32BrF4N3O3PRuSbSe4 as an isolated structure at a distorted geometry.

Structure (ORCA input):
```
! RIJCOSX wB97M-V def2-TZVPD def2/J DEFGRID3
* xyz 0 1
Ru -0.27163 0.19873 -0.46032
Se 0.03627 -3.59311 -1.32344
Sb 0.77869 -1.46766 -2.11597
Se -1.29310 -1.93870 0.23798
Se -2.49357 -0.80363 -1.31144
Se 2.62674 -1.40986 -3.55113
F -0.33985 1.98513 7.56519
C -0.47829 1.91673 6.25687
C -0.99126 2.98245 5.55575
F -1.36026 4.08028 6.19319
C -1.13092 2.88876 4.18562
F -1.68383 3.94965 3.60990
C -0.74874 1.76339 3.44633
P -1.04078 1.79684 1.59473
C -2.86914 1.88196 1.69127
C -3.50859 0.64506 1.75890
C -4.88717 0.56422 1.88439
C -5.64651 1.72223 1.93277
C -5.01977 2.95990 1.88021
C -3.63958 3.04303 1.76877
C -0.38637 3.45773 1.19610
C 0.83983 3.82300 1.75172
C 1.38868 5.06959 1.49923
C 0.74484 5.95876 0.65271
C -0.45236 5.58756 0.05981
C -1.01759 4.34875 0.33129
C -0.26121 0.68636 4.19881
Br 0.23624 -0.95880 3.46484
C -0.12567 0.77238 5.57470
F 0.34526 -0.24421 6.28391
H -2.92672 -0.26003 1.72258
H -5.36314 -0.40704 1.93312
H -6.72489 1.66160 2.01901
H -5.60667 3.86894 1.93751
H -3.17301 4.01489 1.76198
H 1.36775 3.13703 2.40434
H 2.33057 5.34211 1.96534
H 1.17508 6.93324 0.45022
H -0.96304 6.26886 -0.61237
H -1.96045 4.09688 -0.12905
C 4.63147 4.39991 0.88299
O 3.48743 4.33534 0.04960
C 3.52105 5.02167 -1.11004
C 4.55889 5.88151 -1.44431
C 4.52957 6.60147 -2.62621
C 3.45940 6.46395 -3.49694
C 2.43671 5.58585 -3.17931
C 2.44281 4.85030 -1.99589
N 1.30394 4.03438 -1.73126
C 1.22811 2.71267 -1.38900
N 2.37454 2.16296 -0.96676
C 2.65874 0.96770 -0.28815
C 1.70934 0.00473 0.06388
C 2.22576 -1.14438 0.69057
C 3.56832 -1.31686 0.99043
C 4.47820 -0.32738 0.65025
C 4.01822 0.80278 0.00332
O 4.88780 1.81690 -0.38808
C 5.79908 1.42496 -1.42208
N 0.10054 2.03089 -1.49683
C -0.97032 2.53913 -2.30326
C -2.26528 2.54060 -1.77196
C -3.37151 2.95981 -2.48326
C -3.22280 3.40035 -3.79157
C -1.96670 3.38296 -4.36056
C -0.85274 2.94337 -3.65079
O 0.33238 2.98192 -4.34197
C 0.95307 1.71121 -4.57356
H 4.44342 3.70418 1.69666
H 4.76862 5.40976 1.27974
H 5.52922 4.08418 0.34714
H 5.39224 6.00482 -0.76040
H 5.34791 7.27254 -2.85833
H 3.42323 7.02054 -4.42556
H 1.60812 5.43731 -3.86122
H 0.48792 4.35934 -2.20670
H 3.17572 2.76383 -0.99330
H 1.55220 -1.95878 0.91079
H 3.90874 -2.22543 1.47322
H 5.53496 -0.42652 0.86690
H 6.48824 0.65663 -1.07039
H 6.36334 2.31348 -1.69788
H 5.25343 1.05039 -2.28728
H -2.40192 2.18920 -0.76713
H -4.34581 2.93881 -2.00887
H -4.07868 3.73229 -4.36694
H -1.80875 3.68862 -5.38862
H 1.74932 1.88447 -5.29470
H 0.23106 1.01050 -4.99261
H 1.37484 1.29023 -3.66993
*
```

The calculation puts the energy above the lowest of the compared OMol25 structures with the same formula, charge and spin at 1.119 eV. Its strongest force on any atom is 2.18 eV/A. The value obtained for the HOMO energy (alpha / beta) is -7.1 / -7.1 eV.

---

No. 2
Density functional theory data (ωB97M-V/def2-TZVPD) for C22H31BiClN2O6S as an isolated structure.

Structure (ORCA input):
```
! RIJCOSX wB97M-V def2-TZVPD def2/J DEFGRID3
* xyz 1 1
Bi 0.02945 -0.67423 1.63845
C 3.41104 0.65081 0.03814
C 3.11270 -0.31001 1.15399
C 2.78501 -1.64560 0.87922
C 2.57505 -2.55926 1.91184
C 2.64609 -2.14631 3.23781
C 2.96161 -0.82229 3.52382
C 3.19899 0.07904 2.49329
H 4.42728 0.48916 -0.32702
H 3.34322 1.68562 0.37166
H 2.72659 0.51842 -0.79914
H 2.73842 -1.97621 -0.15221
H 2.36082 -3.59506 1.67936
H 2.48160 -2.85594 4.03774
H 3.03757 -0.49390 4.55239
H 3.46593 1.10238 2.72842
O -4.06919 0.78981 2.17765
Cl -3.37659 -0.27899 1.57572
O -2.04941 -0.41939 2.35150
O -3.01145 -0.03182 0.21840
O -4.04442 -1.53002 1.71430
C -2.61138 -4.27487 1.83370
N -2.79530 -3.91515 0.42099
C -3.87355 -4.63390 -0.26263
C -1.97437 -3.07777 -0.20114
S -0.33790 -2.94157 0.46993
N -2.28764 -2.47499 -1.33607
C -3.67018 -2.14374 -1.70401
C -1.27292 -1.86227 -2.20560
H -3.51908 -4.77389 2.15972
H -2.47230 -3.38323 2.43741
H -1.76573 -4.94928 1.96169
H -3.83375 -5.67118 0.06543
H -3.72210 -4.61318 -1.33643
H -4.85125 -4.22286 -0.01251
H -4.31833 -2.20848 -0.83628
H -4.02999 -2.79017 -2.50409
H -3.67759 -1.11192 -2.04643
H -0.39038 -2.49225 -2.26712
H -0.98879 -0.87851 -1.83804
H -1.70965 -1.77073 -3.19695
C -3.94092 4.63948 2.82304
C -2.92242 3.90510 1.99834
C -1.71201 3.50428 2.53515
C -0.77583 2.80690 1.77367
C 0.56532 2.48872 2.38824
C -1.07591 2.50120 0.45179
C -2.27301 2.94071 -0.13509
C -2.57517 2.67185 -1.58386
C -3.17675 3.62362 0.65570
C -0.12867 1.72947 -0.41046
O 0.46338 2.18304 -1.34682
O 0.02884 0.40147 -0.12196
H -3.61631 4.74110 3.85724
H -4.89501 4.11050 2.81494
H -4.11677 5.63852 2.42118
H -1.47630 3.74929 3.56547
H 1.02165 3.39863 2.78163
H 1.27211 2.08070 1.66253
H 0.48294 1.80577 3.24102
H -2.48373 1.60802 -1.81363
H -1.88096 3.20570 -2.23272
H -3.58916 2.98472 -1.82564
H -4.11462 3.94684 0.21745
*
```

The calculation puts the energy above the lowest of the compared OMol25 structures with the same formula, charge and spin at 0.021 eV. Its strongest force on any atom is 0.25 eV/A. The value obtained for the HOMO energy is -11.2 eV.

---

No. 3
Density functional theory data (ωB97M-V/def2-TZVPD) for a 11-piece molecular cluster, C19H53F3N22O15P overall at a distorted geometry.

Structure (ORCA input):
```
! RIJCOSX wB97M-V def2-TZVPD def2/J DEFGRID3
* xyz 1 1
C 6.51271 -2.00110 4.65198
C 6.09655 -1.16245 3.32831
O 5.72030 -2.06763 2.23794
C 4.29768 -2.07708 2.04955
C 3.55721 -3.25227 2.70511
C 2.01256 -3.18824 2.39091
P 0.80223 -4.47111 3.03244
O 0.75711 -5.75265 2.16599
O 1.43592 -4.97208 4.54831
O -0.74763 -3.87058 3.36402
C 1.68687 -1.95264 1.50946
C 0.12670 -1.82451 1.08640
C -0.55853 -0.68082 1.97422
O 0.00686 -0.64721 3.31806
C -2.14985 -0.76591 2.06346
F -2.71205 0.54389 2.08955
F -2.51956 -1.34803 3.31304
F -2.75604 -1.48320 1.00983
N 2.49056 -0.92942 1.01303
N 3.78955 -1.00417 1.28967
H 7.54480 -1.66023 5.02020
H 6.63403 -3.10323 4.35125
H 5.76963 -1.83869 5.50049
H 5.28828 -0.37843 3.53242
H 7.03906 -0.60835 2.97845
H 4.03255 -4.08544 3.32301
H 1.06450 -5.84889 4.78930
H -1.38127 -4.51906 2.96143
H -0.41108 -2.82709 1.09090
H 0.14033 -1.48057 -0.01607
H -0.31706 0.33427 1.48487
H 0.57222 0.16112 3.37632
H 4.42396 -0.26650 0.92042
C -2.86320 1.79984 -1.63725
O -1.86705 2.31024 -1.14644
N -3.80839 1.17718 -0.88932
N -3.11006 1.81054 -2.97132
H -4.63320 0.75038 -1.27062
H -3.65866 1.14964 0.10665
H -2.42969 2.26426 -3.56044
H -3.92160 1.39630 -3.39347
C -4.21536 5.17087 -5.43634
O -4.12125 5.88984 -6.42341
N -4.06597 3.82116 -5.49867
N -4.47599 5.65443 -4.19951
H -4.13957 3.21338 -4.70367
H -3.87052 3.42122 -6.40457
H -4.59426 6.64930 -4.11083
H -4.55529 5.08226 -3.37981
C 0.14162 -9.53405 1.12804
O 0.56920 -8.97406 0.13110
N -0.22610 -10.83980 1.13282
N -0.00308 -8.89799 2.31915
H -0.57974 -11.31838 1.94095
H -0.13329 -11.34560 0.26719
H 0.26026 -7.92565 2.35460
H -0.35235 -9.33964 3.14993
C -5.70413 6.33467 -0.92169
O -4.81800 6.27967 -1.77096
N -5.61713 7.13194 0.16929
N -6.84091 5.60419 -1.00195
H -6.32696 7.19251 0.87586
H -4.78241 7.69173 0.26332
H -6.94191 4.99876 -1.79929
H -7.57527 5.63394 -0.31902
C -4.07425 2.34505 -9.64145
O -3.94952 1.86631 -8.52278
N -5.12865 3.12086 -9.99043
N -3.16770 2.14065 -10.62924
H -5.24953 3.52300 -10.90184
H -5.82355 3.29606 -9.28302
H -2.36938 1.56893 -10.40806
H -3.25126 2.52405 -11.55285
C 7.93701 -5.03020 1.89162
O 8.76383 -4.38385 2.52038
N 6.63791 -4.64532 1.78758
N 8.24264 -6.18094 1.24807
H 5.94105 -5.15882 1.27799
H 6.37516 -3.78921 2.25700
H 9.19774 -6.49904 1.30227
H 7.57749 -6.72452 0.72825
C 9.51656 -8.64822 3.53399
O 9.08041 -9.06778 2.47098
N 9.19015 -7.42720 4.02569
N 10.36367 -9.36676 4.31150
H 9.53610 -7.06257 4.89431
H 8.56310 -6.86500 3.47513
H 10.62925 -10.27931 3.97894
H 10.73261 -9.04074 5.18599
C -1.57322 7.27151 0.97365
O -2.52349 7.96751 1.31120
N -1.32992 6.94412 -0.31422
N -0.68137 6.76816 1.86676
H -0.55345 6.37308 -0.61487
H -1.97155 7.29792 -1.00582
H -0.82870 6.99026 2.83733
H 0.10257 6.19666 1.61089
C 1.21649 6.67197 -2.85525
O 0.59483 6.00691 -2.03694
N 0.90892 6.67783 -4.17365
N 2.26535 7.45968 -2.51240
H 1.40465 7.21535 -4.86101
H 0.13406 6.10451 -4.46713
H 2.52388 7.48210 -1.53989
H 2.78714 8.01234 -3.16780
C -8.37936 3.16987 1.25668
O -8.46519 3.83012 0.23122
N -7.20130 2.96746 1.89754
N -9.45277 2.58383 1.84108
H -7.10812 2.42964 2.73973
H -6.38004 3.38825 1.49244
H -10.34577 2.71217 1.39373
H -9.40335 2.03851 2.68216
*
```

Its strongest force on any atom is 6.14 eV/A. The value obtained for the HOMO energy is -9.9 eV.

---

No. 4
Density functional theory data (ωB97M-V/def2-TZVPD) for a 2-piece molecular cluster, CBrCl2NO overall at a distorted geometry.

Structure (ORCA input):
```
! RIJCOSX wB97M-V def2-TZVPD def2/J DEFGRID3
* xyz 0 1
C 0.32219 -0.05136 -0.82138
N -0.78174 -0.56988 0.81514
O -0.12329 0.49815 -1.78704
Cl 0.02638 -2.03257 1.46894
Cl -0.41433 0.82122 1.60855
Br 2.04222 -0.38160 -0.39580
*
```

The calculation puts the energy above the lowest of the compared OMol25 structures with the same formula, charge and spin at 0.694 eV. Its strongest force on any atom is 4.06 eV/A. The value obtained for the HOMO energy (alpha / beta) is -9.5 / -9.5 eV.

---

Q: The highest strongest force on any atom belongs to which entry?
A: C19H53F3N22O15P